C4H5NS | the ωB97M-V functional and the def2-TZVPD basis

Positions of all 11 atoms, in Å:
C1 -1.16 -0.80 -0.02
C2 -0.78 0.56 0.07
C3 -0.77 -2.04 0.01
C4 1.34 1.39 -0.05
N1 -0.04 1.62 0.11
S1 -2.54 0.35 0.01
H1 0.27 -2.17 -0.20
H2 -1.37 -2.87 0.19
H3 1.48 1.73 -0.98
H4 1.88 1.86 0.70
H5 1.69 0.39 0.16

Properties
Energy relative to the best compared isomer or geometry (same formula, charge and spin) = 67.3 kcal per mole
LUMO level = 0.18 eV
HOMO-LUMO gap = 9.19 eV



C4H5NS | the ωB97M-V functional and the def2-TZVPD basis

Positions of all 11 atoms, in Å:
C1 0.75 0.97 1.21
C2 -0.74 1.10 -0.68
C3 0.45 -1.00 0.01
C4 0.02 0.23 0.25
N1 0.00 2.31 -0.68
S1 0.96 2.45 0.51
H1 1.27 0.54 1.98
H2 -0.77 0.49 -1.63
H3 -1.86 1.33 -0.57
H4 1.08 -1.53 0.79
H5 0.02 -1.44 -0.82

Properties
Energy relative to the best compared isomer or geometry (same formula, charge and spin) = 74.2 kcal per mole
LUMO level (alpha / beta) = -0.25 / -0.25 eV
HOMO-LUMO gap (alpha / beta) = 7.45 / 7.45 eV



C4H5NS2 | the ωB97M-V functional and the def2-TZVPD basis

Positions of all 12 atoms, in Å:
C1 1.32 1.29 0.05
C2 1.26 1.46 -1.26
C3 0.15 0.60 -1.85
C4 -0.42 -0.09 -0.65
H1 -0.24 -1.54 1.74
H2 1.94 1.88 0.77
H3 1.89 2.30 -1.72
H4 0.54 -0.16 -2.54
H5 -0.59 1.06 -2.43
N1 0.28 0.34 0.39
S1 0.23 -0.19 2.06
S2 -1.44 -1.40 -0.59

Properties
Energy relative to the best compared isomer or geometry (same formula, charge and spin) = 39.1 kcal per mole
LUMO level = 0.53 eV
HOMO-LUMO gap = 8.80 eV